No. 1
113
Properties=species:S:1:pos:R:3:forces:R:3:mulliken_charge:R:1 method="wB97M-V/def2-TZVPD" de_lowest_kj_mol=243.0 charge=0 lumo_ev=-0.09 gap_ev=6.92
Ba -0.595 -0.557 0.309 -0.02 3.68 4.07 1.97
C -2.277 -0.854 5.321 0.07 -0.04 -0.03 -1.98
C -0.848 -0.499 5.004 0.09 -0.03 -0.03 1.01
C -0.547 0.864 4.870 0.11 0.02 0.02 0.79
C -1.685 1.851 4.912 0.11 -0.03 -0.01 -2.15
C 0.775 1.283 4.706 -0.13 -0.07 -0.01 1.14
C 1.145 2.741 4.766 -0.07 -0.08 -0.01 -2.59
C 1.782 0.332 4.514 -0.10 -0.11 -0.01 1.39
C 3.194 0.758 4.196 -0.12 0.01 0.05 -2.54
C 1.475 -1.025 4.599 0.00 0.09 0.00 1.02
C 2.561 -2.050 4.411 -0.02 0.08 0.06 -2.15
C 0.167 -1.448 4.871 0.06 0.07 0.00 1.34
C -0.065 -2.932 4.983 -0.11 0.08 0.03 -2.33
H -2.923 -0.624 4.472 -0.13 0.01 0.00 0.08
H -2.624 -0.262 6.167 -0.10 0.02 0.03 0.52
H -2.416 -1.899 5.576 -0.01 -0.05 -0.01 0.37
H -2.059 1.975 5.930 -0.10 0.08 0.01 0.34
H -2.504 1.494 4.291 -0.11 0.03 0.02 0.26
H -1.393 2.822 4.528 -0.05 0.06 0.01 0.45
H 1.364 3.122 3.770 0.08 0.18 -0.02 0.37
H 2.025 2.878 5.392 0.09 0.06 -0.04 0.44
H 0.353 3.342 5.199 -0.01 0.07 -0.01 0.55
H 3.862 0.563 5.037 0.11 -0.01 -0.01 0.45
H 3.253 1.815 3.966 0.04 0.07 -0.04 0.40
H 3.566 0.211 3.331 0.11 -0.02 0.00 0.43
H 2.573 -2.411 3.380 0.08 -0.10 -0.04 0.24
H 2.411 -2.906 5.063 0.05 -0.07 -0.03 0.43
H 3.537 -1.633 4.639 0.09 -0.04 -0.05 0.49
H 0.277 -3.417 4.069 -0.01 -0.19 -0.01 0.34
H -1.105 -3.192 5.135 -0.07 -0.03 -0.06 0.27
H 0.500 -3.350 5.818 -0.01 -0.06 -0.02 0.56
C -1.744 1.203 -4.428 -0.06 -0.02 0.21 -1.65
C -2.167 1.992 -3.186 -0.07 -0.01 -0.19 1.04
C -3.350 2.911 -3.503 0.06 -0.25 0.13 -1.58
C -1.011 2.795 -2.634 0.02 -0.22 0.22 0.92
C -0.333 3.671 -3.468 0.02 0.05 -0.05 -0.69
C 0.747 4.403 -3.017 0.05 0.04 -0.02 -1.74
C 1.173 4.252 -1.712 -0.05 -0.02 -0.07 -0.88
C 0.518 3.390 -0.848 -0.10 -0.20 0.13 1.30
C 0.957 3.303 0.592 0.14 0.10 0.05 1.57
C 2.453 3.007 0.700 -0.23 -0.08 0.04 -1.00
C 0.572 4.606 1.299 -0.01 -0.25 0.07 -1.67
C -0.590 2.664 -1.300 0.16 0.58 -0.42 -1.15
N -1.241 1.782 -0.428 -0.42 0.90 -0.27 0.36
C -2.462 2.043 -0.078 0.21 0.47 -0.17 -0.41
C -3.296 1.168 0.629 -0.86 -0.03 0.41 0.27
C -4.654 1.389 0.929 0.39 0.22 -0.16 -1.71
C -5.128 0.214 1.470 -0.13 -0.08 0.19 -0.95
C -4.048 -0.691 1.486 -0.24 0.28 0.05 -0.52
N -2.947 -0.113 0.995 -0.87 -0.38 0.32 0.16
C -4.156 -2.161 1.804 -0.08 -0.04 -0.04 3.22
C -2.818 -2.797 2.184 -0.21 0.30 -0.10 -1.98
C -4.677 -2.837 0.525 0.07 0.01 0.18 -2.05
C -5.154 -2.387 2.947 0.11 0.03 -0.20 -1.87
H -2.550 0.541 -4.737 -0.06 -0.08 -0.07 0.46
H -0.866 0.599 -4.202 0.07 -0.08 -0.07 0.28
H -1.509 1.861 -5.262 0.05 0.06 -0.08 0.35
H -2.488 1.262 -2.435 0.03 0.12 -0.11 0.09
H -3.050 3.702 -4.189 0.00 0.07 -0.08 0.32
H -3.721 3.373 -2.591 -0.10 0.11 0.03 0.32
H -4.158 2.342 -3.957 -0.13 -0.01 -0.05 0.45
H -0.661 3.796 -4.490 -0.05 -0.03 -0.12 0.33
H 1.252 5.093 -3.677 0.06 0.05 -0.08 0.41
H 2.013 4.829 -1.357 0.11 0.07 0.05 0.38
H 0.420 2.476 1.074 0.03 0.16 -0.05 0.02
H 3.054 3.827 0.314 0.09 0.07 -0.04 0.36
H 2.677 2.106 0.133 0.15 -0.09 -0.05 0.04
H 2.732 2.841 1.738 0.09 0.01 0.13 0.10
H 0.962 5.466 0.758 0.06 0.06 -0.02 0.40
H 0.964 4.629 2.313 0.00 0.07 0.13 0.42
H -0.512 4.697 1.341 -0.09 0.09 0.03 0.33
H -2.917 2.999 -0.366 0.03 -0.07 -0.01 0.48
H -5.192 2.302 0.747 -0.13 0.15 -0.02 0.52
H -6.130 0.032 1.810 -0.20 -0.08 0.06 0.48
H -2.136 -2.803 1.338 0.13 -0.13 -0.12 0.14
H -2.993 -3.828 2.490 0.14 -0.11 -0.01 0.61
H -2.354 -2.259 3.005 0.14 0.04 0.16 0.21
H -3.944 -2.727 -0.274 0.00 -0.05 -0.08 0.28
H -5.608 -2.375 0.203 -0.10 0.03 -0.03 0.43
H -4.861 -3.893 0.708 0.01 -0.22 -0.05 0.49
H -4.874 -1.801 3.820 -0.02 0.02 0.13 0.29
H -5.174 -3.441 3.225 -0.01 -0.07 0.01 0.47
H -6.160 -2.103 2.647 -0.09 0.06 0.02 0.40
C 3.282 -4.859 -5.070 -0.19 0.19 -0.03 -1.40
C 2.378 -3.651 -5.325 0.10 -0.48 -0.46 -0.28
C 2.794 -2.840 -6.551 0.05 -0.04 0.11 -1.03
C 4.158 -2.204 -6.316 -0.09 -0.10 -0.08 -1.18
C 4.108 -1.378 -5.065 0.14 0.05 -0.05 1.16
C 4.960 -0.307 -4.899 -0.21 -0.08 0.17 -0.71
C 4.866 0.495 -3.767 -0.24 -0.05 0.20 0.13
F 5.736 1.513 -3.631 -0.04 -0.01 -0.01 -0.36
C 3.897 0.285 -2.821 0.22 0.05 -0.25 -1.23
C 3.031 -0.802 -2.965 0.13 -0.01 -0.17 0.38
C 1.982 -0.997 -1.966 0.55 -0.38 -0.76 1.12
O 1.736 -0.154 -1.099 -0.08 0.21 0.27 -0.45
C 1.270 -2.236 -2.104 -0.09 0.16 0.39 0.10
C 1.457 -3.043 -3.169 0.04 0.21 0.01 -0.22
N 2.337 -2.771 -4.164 -0.41 -0.17 0.28 0.18
C 3.154 -1.671 -4.068 0.33 0.68 0.28 -0.42
C 0.191 -2.378 -1.059 1.79 -2.91 -2.62 0.07
O 0.530 -2.608 0.106 0.90 -1.77 0.44 -0.85
O -0.944 -2.040 -1.429 -1.22 -0.90 -1.35 -0.82
H 3.324 -5.480 -5.962 0.03 -0.08 -0.07 0.39
H 2.886 -5.460 -4.255 0.01 -0.05 0.08 0.40
H 4.290 -4.552 -4.806 0.10 0.02 0.04 0.37
H 1.357 -4.019 -5.480 0.12 0.13 0.04 0.51
H 2.054 -2.053 -6.713 -0.01 -0.03 -0.08 0.37
H 2.810 -3.485 -7.429 -0.05 -0.02 0.02 0.42
H 4.432 -1.568 -7.159 0.03 -0.04 0.01 0.46
H 4.925 -2.979 -6.232 0.03 0.02 -0.06 0.36
H 5.699 -0.073 -5.649 0.10 0.02 -0.12 0.53
H 3.777 0.932 -1.969 0.02 0.14 0.11 0.64
H 0.882 -3.950 -3.284 -0.09 -0.06 -0.12 0.57

***

No. 2
121
Properties=species:S:1:pos:R:3:forces:R:3:mulliken_charge:R:1 method="wB97M-V/def2-TZVPD" de_lowest_kj_mol=21.4 charge=+1 lumo_ev=-3.49 gap_ev=5.41
Y 1.256 0.053 -2.570 -0.18 -0.32 0.07 1.31
C 0.053 7.234 -1.318 -0.06 0.00 0.00 -1.66
C -1.296 6.540 -1.549 0.07 0.06 0.12 2.16
C -2.101 7.388 -2.535 0.02 -0.04 0.06 -2.32
C -2.064 6.467 -0.220 0.01 0.07 -0.05 -1.32
C -1.070 5.115 -2.041 0.45 -0.24 0.48 -1.17
C -0.233 4.278 -1.359 -0.41 0.62 -0.04 -0.34
C -0.022 2.943 -1.785 0.25 -0.55 -0.03 -1.47
N 0.706 1.996 -1.183 -0.36 0.54 0.06 0.23
C 1.163 1.946 0.079 0.13 -0.14 -0.23 -0.67
C 0.737 2.761 1.155 0.09 0.15 0.54 -0.29
C 1.266 2.605 2.403 -0.26 0.22 -0.34 -0.18
C 2.253 1.596 2.593 0.00 -0.08 -0.25 -0.80
C 2.678 0.721 1.634 -0.09 -0.02 -0.09 -0.17
C 2.118 0.867 0.307 0.03 -0.10 -0.05 1.41
O 2.432 0.108 -0.661 0.09 0.21 0.44 -1.68
C 3.708 -0.344 2.032 0.05 -0.05 0.04 2.36
C 3.150 -1.157 3.213 0.04 0.05 -0.03 -1.65
C 4.994 0.372 2.472 -0.01 -0.05 0.00 -1.78
C 4.088 -1.349 0.940 -0.03 0.04 -0.02 -2.06
C 0.836 3.439 3.599 -0.09 0.08 0.00 2.04
C 2.055 4.181 4.163 -0.05 -0.02 0.00 -1.78
C -0.222 4.479 3.222 0.06 -0.08 0.03 -2.06
C 0.247 2.516 4.674 0.01 0.07 0.00 -1.71
C -0.592 2.506 -3.063 -0.04 -0.12 -0.03 1.90
O -0.291 1.362 -3.511 -0.30 0.46 -0.02 -1.11
C -1.532 3.382 -3.737 0.08 -0.12 -0.01 -0.82
C -1.742 4.614 -3.197 0.05 -0.26 -0.09 0.24
C -2.223 2.912 -5.011 -0.06 -0.02 -0.05 2.35
C -3.185 3.975 -5.548 0.04 -0.06 0.01 -2.31
C -3.040 1.640 -4.726 0.04 0.05 -0.02 -1.58
C -1.175 2.630 -6.098 -0.01 -0.03 0.01 -1.53
H -0.113 8.259 -0.985 0.00 0.06 0.02 0.46
H 0.639 7.263 -2.236 0.03 0.00 -0.05 0.38
H 0.646 6.734 -0.554 0.03 -0.03 0.03 0.29
H -2.181 8.404 -2.152 0.00 0.04 0.02 0.45
H -3.115 7.010 -2.665 -0.06 -0.02 -0.02 0.41
H -1.619 7.436 -3.511 0.03 0.01 -0.07 0.47
H -2.249 7.470 0.163 -0.02 0.07 0.04 0.48
H -1.498 5.916 0.531 0.04 -0.03 0.04 0.13
H -3.024 5.968 -0.352 -0.05 -0.03 -0.01 0.32
H 0.331 4.642 -0.516 0.01 0.06 0.06 1.39
H -0.064 3.460 0.986 -0.04 0.04 0.02 1.26
H 2.674 1.506 3.586 0.03 -0.03 0.04 0.39
H 2.933 -0.535 4.079 -0.02 0.03 0.06 0.32
H 3.878 -1.911 3.516 0.04 -0.04 0.02 0.50
H 2.229 -1.666 2.924 -0.06 -0.03 -0.02 0.18
H 4.818 1.046 3.309 0.00 0.04 0.05 0.28
H 5.405 0.956 1.649 0.02 0.03 -0.04 0.39
H 5.743 -0.358 2.777 0.05 -0.04 0.02 0.47
H 3.226 -1.917 0.592 -0.03 -0.02 -0.03 0.23
H 4.814 -2.048 1.360 0.02 -0.02 0.03 0.56
H 4.536 -0.870 0.075 0.02 0.01 -0.05 0.39
H 2.491 4.837 3.409 0.01 0.03 -0.04 0.37
H 2.830 3.494 4.499 0.06 -0.04 0.03 0.31
H 1.758 4.790 5.016 -0.01 0.03 0.06 0.49
H 0.155 5.179 2.475 0.02 0.04 -0.05 0.29
H -0.497 5.057 4.104 0.00 0.02 0.04 0.56
H -1.128 4.013 2.836 -0.06 -0.02 -0.02 0.40
H 0.971 1.775 5.010 0.05 -0.05 0.03 0.34
H -0.627 1.988 4.293 -0.04 -0.02 -0.02 0.37
H -0.058 3.102 5.542 -0.02 0.02 0.06 0.44
H -2.434 5.275 -3.691 -0.03 0.03 -0.06 0.57
H -3.972 4.210 -4.831 -0.05 0.02 0.03 0.43
H -3.663 3.597 -6.451 -0.01 -0.02 -0.02 0.44
H -2.666 4.896 -5.813 0.03 0.06 -0.02 0.43
H -3.781 1.825 -3.946 -0.03 0.01 0.03 0.31
H -2.403 0.816 -4.422 0.03 -0.06 0.02 0.25
H -3.571 1.341 -5.630 -0.02 -0.01 -0.04 0.48
H -0.593 3.527 -6.312 0.02 0.04 -0.01 0.35
H -1.679 2.328 -7.016 -0.02 -0.01 -0.05 0.49
H -0.497 1.834 -5.804 0.02 -0.01 -0.01 0.16
F -0.559 -2.569 3.573 -0.02 -0.05 0.03 -0.43
C -0.735 -3.196 2.388 0.00 0.05 -0.12 0.19
C -0.493 -2.497 1.238 -0.04 -0.16 0.09 -0.50
C -0.713 -3.099 -0.002 -0.03 -0.07 0.04 0.29
C -0.451 -2.326 -1.220 -0.09 0.02 0.03 1.50
O -0.085 -1.133 -1.111 -0.16 -0.35 0.14 -0.71
C -0.672 -3.020 -2.445 0.05 0.09 -0.14 0.03
C -1.156 -4.292 -2.408 0.06 0.16 -0.12 -0.56
N -1.383 -5.009 -1.286 0.01 -0.01 -0.11 0.27
C -1.918 -6.344 -1.386 -0.06 -0.20 -0.02 -0.27
C -1.045 -7.511 -1.014 -0.04 0.03 -0.03 -0.47
C -1.394 -7.258 -2.450 -0.02 0.04 0.08 -1.01
C -1.172 -4.425 -0.055 0.06 0.19 0.20 -0.22
C -1.389 -5.128 1.140 0.06 0.13 -0.05 -0.60
C -1.176 -4.529 2.368 0.05 0.16 -0.17 -1.32
N -1.403 -5.292 3.540 0.00 -0.10 0.08 0.31
C -2.737 -5.804 3.791 -0.10 0.00 0.01 -0.67
C -2.592 -7.235 4.334 -0.17 0.00 -0.11 -0.76
N -1.237 -7.340 4.978 0.09 -0.15 -0.05 -0.15
C -0.931 -6.110 5.767 0.02 0.15 0.16 -0.72
C -0.731 -4.947 4.782 0.13 0.12 0.06 -0.65
C -0.413 -2.416 -3.833 -0.28 -0.26 0.17 0.19
O -1.000 -2.912 -4.776 -0.01 -0.12 -0.07 -0.73
O 0.424 -1.458 -3.846 -0.20 -0.30 -0.22 -0.60
H -0.152 -1.471 1.276 0.02 0.04 0.01 0.71
H -1.381 -4.779 -3.348 0.00 0.01 -0.01 0.80
H -2.975 -6.401 -1.148 0.02 -0.02 -0.01 0.44
H -1.505 -8.349 -0.509 -0.01 -0.01 0.02 0.31
H -0.032 -7.285 -0.711 0.04 0.01 0.01 0.25
H -2.105 -7.909 -2.936 -0.03 0.00 -0.01 0.26
H -0.607 -6.890 -3.090 0.03 0.01 -0.02 0.36
H -1.702 -6.160 1.104 -0.01 -0.05 0.01 0.81
H -3.318 -5.814 2.871 0.02 -0.03 0.05 0.51
H -3.276 -5.173 4.510 -0.01 -0.02 -0.02 0.31
H -2.625 -7.981 3.542 0.00 0.02 0.04 0.43
H -3.339 -7.477 5.089 0.04 0.01 -0.02 0.37
H -0.544 -7.407 4.227 -0.03 -0.03 0.05 0.38
H -1.174 -8.178 5.555 0.01 0.02 -0.05 0.33
H -0.045 -6.288 6.374 -0.03 -0.01 -0.03 0.39
H -1.782 -5.949 6.429 0.04 -0.02 -0.02 0.35
H 0.330 -4.796 4.576 -0.06 0.01 0.04 0.50
H -1.116 -4.036 5.251 0.03 -0.04 -0.01 0.38
F 5.176 1.144 -5.085 -0.05 -0.07 0.05 -0.25
C 4.924 -0.031 -4.509 0.27 0.02 -0.14 0.78
F 4.915 -0.970 -5.464 -0.07 0.03 0.06 -0.26
F 5.942 -0.307 -3.677 -0.11 0.01 0.03 -0.26
C 3.587 -0.027 -3.735 0.55 -0.13 -0.17 1.00
O 3.233 -1.088 -3.197 0.19 -0.23 0.00 -0.51
O 2.934 1.043 -3.688 0.27 0.65 -0.38 -0.59